The following is a quantum chemistry calculation of C42H41AsBr2N2O8Ta as an isolated structure in a non-equilibrium geometry, from the OMol25 dataset.

Values from the calculation:
Molecular weight: 1117.47 g/mol
Net charge: +1
Energy: -9777.2516 Ha
Kohn-Sham gap: 7.553 eV
Highest occupied orbital energy: -10.722 eV

XYZ file:
```
97
Properties=species:S:1:pos:R:3:forces:R:3:mulliken_charge:R:1
O 2.836 -2.229 -0.918 0.0 -0.1 -0.1 -0.22
H -0.962 2.082 -3.133 0.0 0.1 -0.1 -0.01
H 4.841 -2.676 1.627 0.0 0.1 0.0 0.59
As -0.707 0.121 -0.968 -1.7 0.2 -2.0 0.91
C -2.946 3.943 0.068 0.0 0.0 0.0 -1.03
H -2.699 -2.213 -0.114 0.0 0.0 0.1 0.23
H -1.005 -1.872 -2.879 0.0 -0.1 0.0 0.16
C -5.070 0.189 -2.944 0.0 0.0 0.0 0.53
C -3.533 4.025 1.321 0.0 0.1 -0.1 -0.79
H 3.592 -0.446 -1.661 0.0 0.0 0.0 0.28
O -0.210 -1.429 -0.099 0.1 0.4 0.0 -0.71
C 2.456 0.498 -4.453 0.0 0.0 0.1 0.77
H -7.098 0.850 -2.864 0.0 0.0 0.0 0.33
C 4.778 -3.486 -0.903 0.0 0.0 0.1 -1.00
C -0.490 -2.025 5.863 0.0 0.0 0.1 -1.28
H 2.797 0.745 -6.548 0.0 0.0 0.0 0.31
H -2.961 -0.753 0.841 0.0 0.0 0.1 -0.03
Ta 0.691 -0.210 1.611 -0.6 0.3 1.4 3.01
C -0.148 -3.252 3.705 0.0 0.0 0.0 -1.61
C -1.659 1.570 -3.789 -0.2 -0.1 0.1 -1.18
H -4.186 1.434 -4.440 0.0 0.0 0.0 0.41
H -0.327 3.748 6.389 0.0 0.0 0.0 0.49
O -0.761 -1.450 1.222 -0.9 -0.8 0.1 -0.62
H 3.992 -0.264 -5.742 0.0 0.0 0.0 0.39
H 0.884 -3.606 3.686 0.0 0.0 0.0 0.22
H -5.624 -1.071 -1.304 0.0 0.0 0.0 0.45
C -2.278 2.094 2.025 0.0 -0.1 -0.1 -0.16
C 3.940 -2.306 1.148 -0.5 0.1 -0.1 -0.38
C 0.695 0.284 -2.309 -0.1 -0.1 0.2 1.65
C -0.595 -0.886 6.605 0.0 -0.1 0.0 -0.89
C 2.827 -2.263 2.192 1.0 -0.5 0.5 -0.10
Br -1.048 1.754 8.406 0.1 0.0 0.0 -0.20
H 0.986 3.526 -2.102 0.0 0.0 0.0 0.52
H -6.891 -0.741 -3.584 0.0 0.0 0.0 0.38
H -4.329 -1.771 0.392 0.0 0.0 0.0 0.52
C -6.455 0.255 -3.515 0.0 0.0 0.0 -1.61
C -3.555 -0.583 -1.212 0.1 0.0 0.1 0.98
H -0.854 -0.930 7.654 0.0 0.0 0.0 0.41
H 2.333 2.900 -1.167 0.0 0.0 0.0 0.57
C -2.723 0.825 -3.021 0.3 0.0 0.1 0.22
C 0.292 1.510 3.928 -0.3 0.2 0.8 -0.46
C -0.234 2.784 5.910 0.0 -0.1 0.2 -0.33
C -1.658 2.023 0.779 -0.2 0.2 0.2 0.64
C 1.718 -0.667 -4.252 0.0 0.0 -0.1 -1.24
H -0.767 -4.007 4.185 0.0 0.0 0.0 0.61
H 1.829 -1.493 -4.946 0.0 0.0 0.0 0.46
H -2.057 1.348 2.776 0.0 0.0 0.1 0.44
O 2.055 0.338 0.206 -0.2 0.1 -0.3 -0.28
O 0.616 1.343 2.655 -0.2 1.3 0.7 -0.49
H 4.540 -4.221 -1.670 0.0 0.0 0.0 0.39
C 4.127 -0.905 0.453 -0.4 -0.1 -0.2 0.81
C -4.816 -0.532 -1.786 0.0 0.0 0.0 -1.13
C 3.377 0.628 -5.631 0.0 0.0 0.0 -1.68
C 1.342 2.653 -1.550 0.0 0.0 -0.1 -1.76
C 2.304 1.536 -3.546 0.0 0.0 0.0 -1.38
H 4.028 1.494 -5.527 0.0 0.0 0.0 0.41
H 6.031 -1.684 -1.175 0.1 0.0 -0.1 0.42
O 1.660 -1.858 1.700 0.5 -1.4 0.2 -0.33
Br 0.479 4.282 3.569 0.0 0.0 0.1 -0.13
H -6.454 0.710 -4.504 0.0 0.0 0.0 0.38
H 5.100 -0.469 0.669 0.0 0.0 0.0 0.64
H -0.471 -3.097 2.682 0.0 -0.1 0.0 0.06
C 1.435 1.458 -2.462 0.0 0.1 0.1 1.20
C 3.031 -0.010 0.983 1.7 0.4 -0.1 -0.71
C 5.089 -2.103 -1.525 -0.1 0.0 0.1 -1.01
H -2.124 2.307 -4.441 0.0 0.0 0.0 0.53
C 3.895 -1.276 -1.026 0.2 0.1 0.1 -0.20
H 0.428 -2.587 -2.112 0.0 -0.1 0.0 0.10
C -0.489 1.634 6.606 0.0 0.1 0.1 0.01
C -0.372 0.364 5.991 0.0 0.0 -0.2 0.66
N 0.041 -0.815 3.886 0.2 0.1 -0.5 0.17
C 3.523 -3.161 -0.084 0.3 -0.1 0.1 -0.07
O 2.954 0.277 2.186 -0.1 -0.1 -0.1 -0.50
H -4.251 4.805 1.533 0.0 0.0 0.0 0.41
C -0.007 0.328 4.635 -0.1 0.1 0.2 0.44
C -0.192 -1.980 4.482 0.0 0.1 -0.1 1.05
C -4.011 0.857 -3.539 0.0 0.0 0.0 -1.25
H -3.655 3.140 3.272 0.0 0.0 0.0 0.47
H -3.196 4.652 -0.710 0.0 0.0 0.0 0.49
C 0.160 2.721 4.565 0.2 -0.2 -0.6 0.04
H -1.084 0.879 -4.409 0.1 0.1 0.0 0.31
H 2.889 -4.012 0.155 -0.1 0.1 0.0 0.70
H -0.641 -2.993 6.319 0.0 0.0 0.0 0.53
H 0.691 2.486 -0.699 0.1 0.1 0.0 -0.16
N -0.697 1.015 0.530 0.4 -0.1 -0.9 0.14
H 5.104 -2.143 -2.612 0.0 0.0 0.0 0.30
C 0.831 -0.795 -3.198 -0.1 -0.1 0.2 0.89
H 0.185 -2.740 -3.855 0.0 0.0 0.0 0.60
C -2.497 0.098 -1.838 0.4 0.0 0.2 0.80
H -1.525 2.908 -1.162 0.0 0.1 -0.1 0.25
H 2.867 2.453 -3.683 0.0 0.0 0.0 0.43
O 2.982 -2.584 3.341 -0.1 0.0 -0.3 -0.65
H 5.583 -3.880 -0.285 0.0 0.0 0.0 0.37
C -3.376 -1.374 0.049 0.0 0.0 -0.1 -1.49
C -3.195 3.097 2.293 0.0 -0.1 0.1 -0.82
C -2.014 2.954 -0.197 0.3 -0.2 0.1 0.03
C 0.063 -2.076 -3.003 0.1 0.1 0.1 -1.63
```
Forces are in eV/Å.